Entry from the Open Molecules 2025 dataset: the molecule C26H30N4O6 (ωB97M-V/def2-TZVPD).

The geometry in XYZ format:
```
66
C26H30N4O6 (ωB97M-V/def2-TZVPD)
C -4.954 -1.671 -0.054
H -5.008 -1.947 -1.106
O -5.423 -0.341 0.028
C -5.638 0.119 1.341
C -4.344 0.315 2.135
N -3.412 1.086 1.336
C -2.090 1.082 1.638
O -1.652 0.723 2.703
C -1.239 1.775 0.552
N -1.460 1.173 -0.771
C -1.615 -0.166 -0.868
O -1.764 -0.867 0.121
C -1.693 -0.772 -2.262
H -2.705 -0.606 -2.641
H -0.981 -0.306 -2.941
C -1.401 -2.277 -2.210
C 0.084 -2.464 -1.930
O 0.910 -2.444 -2.818
N 0.374 -2.606 -0.610
C 1.617 -2.728 -0.002
N 1.540 -2.888 1.315
C 2.659 -3.004 2.006
C 3.917 -2.968 1.426
C 3.994 -2.806 0.049
C 2.831 -2.683 -0.689
H 2.849 -2.559 -1.758
H 4.953 -2.775 -0.446
H 4.807 -3.063 2.029
H 2.531 -3.128 3.073
H -0.387 -2.529 0.059
H -2.011 -2.753 -1.443
H -1.620 -2.719 -3.182
C -1.118 2.031 -1.890
C 0.364 2.124 -2.108
C 1.348 1.184 -2.205
C 2.562 1.898 -2.347
C 2.227 3.215 -2.328
O 0.900 3.362 -2.181
H 2.813 4.108 -2.408
H 3.541 1.481 -2.450
H 1.243 0.119 -2.178
H -1.481 3.041 -1.674
H -1.633 1.683 -2.789
C 0.229 1.792 0.892
C 0.902 0.613 1.174
C 2.266 0.610 1.399
C 2.984 1.799 1.346
C 2.305 2.992 1.098
C 0.945 2.984 0.878
H 0.435 3.918 0.683
H 2.868 3.911 1.079
O 4.331 1.904 1.521
C 5.064 0.730 1.773
H 6.103 1.045 1.864
H 4.972 0.014 0.949
H 4.748 0.249 2.704
H 2.754 -0.325 1.617
H 0.358 -0.315 1.234
H -1.608 2.807 0.494
H -3.693 1.208 0.374
H -4.558 0.848 3.066
H -3.886 -0.645 2.397
H -6.301 -0.566 1.888
H -6.145 1.080 1.219
H -5.590 -2.346 0.530
H -3.921 -1.757 0.293
```

Results
HOMO energy	-7.98	eV
total charge	0
frontier orbital gap	8.57	eV

---

Entry from the Open Molecules 2025 dataset: a cluster of 9 separate species, C4H26NO9 in total (ωB97M-V/def2-TZVPD).

The geometry in XYZ format:
```
40
C4H26NO9 (ωB97M-V/def2-TZVPD)
C -1.669 1.498 -0.464
C -0.749 1.231 0.707
C 0.500 0.422 0.328
C 1.792 1.182 0.555
O 1.933 1.931 1.496
N -1.516 0.470 1.766
H -2.451 2.221 -0.222
H -2.191 0.603 -0.819
H -1.139 1.878 -1.337
H -0.474 2.190 1.146
H 0.463 0.107 -0.715
H 0.604 -0.526 0.871
H 2.607 0.996 -0.154
H -1.541 -0.545 1.575
H -2.463 0.831 1.845
H -1.010 0.547 2.668
H 0.418 -2.589 -2.155
H 1.806 -3.402 -2.328
O 1.055 -3.226 -1.744
H -3.209 -2.155 -1.202
H -2.145 -2.091 -0.102
O -2.544 -1.570 -0.833
H 0.616 1.703 4.462
H 0.882 1.870 2.932
O 0.190 1.648 3.595
H 0.814 1.249 -3.921
H 0.948 1.775 -2.415
O 0.696 1.014 -2.984
H -1.311 -1.334 -2.086
H -0.193 -0.532 -2.875
O -0.594 -1.415 -2.749
H 1.738 -3.213 1.291
H 1.196 -2.791 -0.087
O 1.186 -2.546 0.879
H -0.466 -2.456 1.292
H -1.737 -3.026 2.107
O -1.423 -2.325 1.524
H 2.364 3.444 -1.375
H 0.988 3.799 -0.957
O 1.506 3.034 -1.232
```

Results
HOMO energy	-13.49	eV
total charge	+1
frontier orbital gap	11.06	eV

---

Entry from the Open Molecules 2025 dataset: a cluster of 2 separate species, C4H4N2O4 in total (ωB97M-V/def2-TZVPD).

The geometry in XYZ format:
```
14
C4H4N2O4 (ωB97M-V/def2-TZVPD)
C 1.020 -1.137 1.844
C 0.141 -0.695 0.695
C 3.703 -0.836 0.729
C -0.241 0.644 0.252
N -0.279 -1.808 0.111
N 0.978 -2.495 1.837
O 0.262 -2.912 0.767
O 4.362 -0.752 1.645
O 1.745 -0.323 2.392
O 3.083 -0.871 -0.235
H 0.065 1.344 1.200
H -1.336 0.541 0.243
H 0.087 0.878 -0.739
H -0.477 -1.931 -0.827
```

Results
HOMO energy (alpha / beta)	-8.67 / -8.67	eV
total charge	0
frontier orbital gap (alpha / beta)	8.20 / 8.20	eV